--- 1 ---
Entry from the Open Molecules 2025 dataset: a 2-piece molecular cluster, BrNO3 overall (the ωB97M-V functional and the def2-TZVPD basis).

Geometry (Å):
N -0.37392 0.18448 0.01264
O 0.08733 1.23397 -0.01309
O -1.34424 -0.42895 0.03559
O 1.20260 -1.08485 -0.02152
Br 2.53906 -0.02362 0.01884

Values from the calculation:
net charge	0

--- 2 ---
Entry from the Open Molecules 2025 dataset: a 2-piece molecular cluster, BrNO3 overall (the ωB97M-V functional and the def2-TZVPD basis).

Geometry (Å):
N 0.27113 0.40903 0.12135
O -0.37228 0.37446 1.10531
O 1.21124 0.88553 -0.37873
O -0.85457 -1.51071 -0.90485
Br -2.06099 -1.47060 0.22295

Values from the calculation:
net charge	0

Name the most stable of them. 1.

--- 1 ---
Entry from the Open Molecules 2025 dataset: an isolated molecule of C13H17N3O4 (the ωB97M-V functional and the def2-TZVPD basis).

Geometry (Å):
N 3.18910 -2.99642 -0.03426
C 1.93202 -2.69595 0.46480
O 1.34687 -3.45186 1.20685
C 1.19341 -1.60060 -0.25684
C 1.40725 -0.33803 0.66170
N 0.40113 0.57429 0.49081
C -0.46905 0.78523 1.50233
O -0.63543 -0.07386 2.34803
C -1.44103 1.99921 1.31201
N -0.87432 3.08928 0.43612
C -2.65092 1.39466 0.68907
C -2.51354 0.97377 -0.75702
C -2.21506 1.72963 -1.88793
C -2.13533 1.09698 -3.17766
C -2.36206 -0.28145 -3.29867
C -2.74775 -1.01474 -2.18324
C -2.73461 -0.39743 -0.92360
C 2.74177 0.32991 0.66177
O 3.15114 1.35577 0.21849
O 3.47989 -0.44144 1.48123
H 3.85151 -2.15247 -0.01326
H 3.58504 -3.74864 0.57833
H 0.11440 -1.85186 -0.35937
H 1.59197 -1.48374 -1.22243
H 1.30523 -0.68183 1.68352
H 0.69211 1.32991 -0.09045
H -1.39587 2.21842 2.37905
H -0.24700 3.77458 0.92678
H -1.54607 3.71229 0.09051
H -3.42870 2.17616 0.71434
H -2.84926 0.52085 1.36568
H -1.92820 2.80894 -1.75813
H -1.97654 1.75274 -3.98105
H -2.20439 -0.75262 -4.27862
H -2.72047 -2.19072 -2.47229
H -3.02673 -0.96838 -0.10399
H 4.40118 -0.12981 1.41546

Values from the calculation:
net charge	0

--- 2 ---
Entry from the Open Molecules 2025 dataset: an isolated molecule of C13H17N3O4 (the ωB97M-V functional and the def2-TZVPD basis).

Geometry (Å):
N 0.19058 -2.86434 -0.24306
C -0.65231 -2.28338 0.74752
O -0.16194 -1.90859 1.83009
C -2.05689 -1.99152 0.25891
C -2.23865 -0.74909 -0.49679
N -1.27567 0.15658 0.17415
C -0.99337 1.35084 -0.27798
O -1.79881 1.84878 -1.14459
C -0.08353 2.33902 0.48286
N -0.84986 3.32302 1.26904
C 0.92337 1.57154 1.30707
C 1.93013 0.75657 0.38965
C 2.18987 1.16273 -0.94995
C 3.08309 0.42583 -1.65591
C 3.77427 -0.77144 -1.24836
C 3.44025 -1.14414 0.04724
C 2.51580 -0.50069 0.78632
C -3.76336 -0.40831 -0.52085
O -4.58967 -1.33217 -0.32769
O -4.13793 0.76310 -0.84295
H 1.18690 -2.84281 -0.07217
H -0.06424 -2.99612 -1.20054
H -2.49867 -2.76920 -0.32300
H -2.55748 -2.14181 1.22891
H -1.93770 -0.95788 -1.54532
H -0.74483 -0.29844 0.88824
H 0.21778 2.83913 -0.38942
H -1.39449 3.01719 2.13229
H -1.54900 3.79032 0.71049
H 0.49789 0.73363 1.94502
H 1.44963 2.25650 1.98345
H 1.67376 2.02872 -1.36839
H 3.14137 0.61888 -2.73821
H 4.56646 -1.18606 -1.87267
H 3.62251 -2.20332 0.42189
H 2.29408 -1.00429 1.65246
H -3.34934 1.37122 -1.03774

Values from the calculation:
net charge	0

Name the most stable of them. 2.

--- 1 ---
Entry from the Open Molecules 2025 dataset: a 2-piece molecular cluster, C3H6BrF2N overall (the ωB97M-V functional and the def2-TZVPD basis).

Geometry (Å):
H -0.18646 -2.01794 0.01718
N -0.89133 -1.50141 0.54884
C -1.12861 -0.35606 0.10842
C -0.36382 0.32829 -1.01500
C 0.63719 1.33285 -0.46142
F -1.22075 0.94644 -1.87973
F 0.28335 -0.61319 -1.76370
H -1.88479 0.25561 0.58702
H 1.27147 0.85885 0.28299
H 1.25202 1.70268 -1.27954
H 0.09742 2.16109 -0.01053
Br 1.74262 -1.41765 2.57847
H 0.39170 -1.67957 2.28700

Values from the calculation:
net charge	0

--- 2 ---
Entry from the Open Molecules 2025 dataset: an isolated molecule of C3H6BrF2N (the ωB97M-V functional and the def2-TZVPD basis).

Geometry (Å):
C 1.25892 0.73232 0.31567
C -0.17529 0.85318 -0.08241
F -0.81032 1.79455 0.63978
F -0.30624 1.20097 -1.40139
C -0.77125 -0.61307 0.32789
N -0.19426 -1.59998 -0.52279
Br -2.81013 -0.49599 0.16652
H 1.80852 1.76108 0.42723
H 1.40036 0.22830 1.33791
H 1.90147 0.25180 -0.33296
H -0.70722 -0.65407 1.32662
H -0.86906 -2.23800 -0.86421
H 0.27451 -1.22108 -1.33786

Values from the calculation:
net charge	0

Name the most stable of them. 1.

--- 1 ---
Entry from the Open Molecules 2025 dataset: an isolated molecule of C2H2OS (the ωB97M-V functional and the def2-TZVPD basis).

Geometry (Å):
O 0.08796 1.10346 -1.54459
C 0.12624 0.67556 -0.35681
C -0.01495 -0.75463 0.20679
S -0.24907 -0.80048 1.81139
H 0.28293 1.44006 0.38376
H -0.23311 -1.66396 -0.50055

Values from the calculation:
net charge	0

--- 2 ---
Entry from the Open Molecules 2025 dataset: C2H2OS as an isolated structure (the ωB97M-V functional and the def2-TZVPD basis).

Geometry (Å):
C 0.40588 1.26542 0.08242
C -0.34553 -1.02923 0.10735
O -0.75366 0.27997 0.09567
S 1.29165 -0.58306 -0.16797
H 0.28637 1.88299 -0.68843
H -0.88470 -1.81609 0.57096

Values from the calculation:
net charge	0

Name the most stable of them. 1.

--- 1 ---
Entry from the Open Molecules 2025 dataset: a 2-piece molecular cluster, CH5S3 overall (the ωB97M-V functional and the def2-TZVPD basis).

Geometry (Å):
S -2.29254 0.14421 1.40513
H -2.51104 -0.65122 2.45651
C 0.96584 0.51292 -1.29254
S 1.75261 0.16382 0.29605
S 0.69843 -1.53653 0.99926
H 0.10549 -0.14801 -1.40406
H 0.73295 1.57063 -1.21034
H 1.55515 0.27467 -2.18556
H -1.00688 -0.33051 0.93554

Values from the calculation:
net charge	-1

--- 2 ---
Entry from the Open Molecules 2025 dataset: a 2-piece molecular cluster, CH5S3 overall (the ωB97M-V functional and the def2-TZVPD basis).

Geometry (Å):
S -0.65582 4.08383 -2.47689
H -0.61756 3.03869 -1.59158
C 0.42480 -1.49919 2.76306
S 1.13828 -1.85325 1.13719
S -0.61074 -1.80906 0.04734
H -0.27145 -2.12340 3.39606
H 1.14626 -1.14915 3.54519
H -0.23066 -0.72103 2.22706
H -0.52301 3.20574 -3.47746

Values from the calculation:
net charge	-1

Name the most stable of them. 1.

--- 1 ---
Entry from the Open Molecules 2025 dataset: a 2-piece molecular cluster, BrClHOP overall (the ωB97M-V functional and the def2-TZVPD basis).

Geometry (Å):
O -0.87340 -0.35988 -0.77700
P 0.56325 0.34100 -0.82428
Cl 0.26126 1.69118 0.75593
Br 1.52096 -1.30776 0.40813
H -1.47207 -0.36455 0.43722

Values from the calculation:
net charge	0

--- 2 ---
Entry from the Open Molecules 2025 dataset: BrClHOP as an isolated structure (the ωB97M-V functional and the def2-TZVPD basis).

Geometry (Å):
O 0.91904 -0.54581 0.84316
P -0.23849 0.64798 0.78905
Cl 0.53592 1.29780 -1.71257
Br -2.07825 -0.27623 -0.05496
H 0.86178 -1.12374 0.13531

Values from the calculation:
net charge	0

Name the most stable of them. 2.